Entry 1:
Formula: C31H83F7N4O23P5
Source: OMol25
Level of theory: ωB97M-V with the def2-TZVPD basis set

Last column: Löwdin charge in e.
Geometry (Å):
H (2.179, 5.190, -3.634)  0.12
C (-2.853, -8.642, 0.004)  -0.14
C (4.987, 1.988, 0.350)  -0.12
H (-2.353, 8.297, -1.376)  0.09
H (2.562, -3.126, -4.398)  0.07
H (-1.719, 1.662, 2.218)  0.06
C (2.484, -3.980, 3.520)  -0.12
O (-2.696, -2.979, 3.990)  0.06
O (-1.126, 5.771, -0.702)  -0.23
O (4.313, -1.482, 4.348)  -0.23
H (4.054, 6.730, -2.650)  0.07
C (2.735, -4.167, -4.672)  -0.07
C (-3.080, 3.299, -1.917)  -0.07
C (3.144, -4.943, -3.405)  -0.41
C (-1.733, -4.112, -1.246)  -0.08
H (-2.745, 2.666, 1.221)  0.07
C (-0.710, -1.706, 4.335)  -0.26
O (-3.250, 4.187, -0.794)  -0.24
H (6.023, 5.827, 3.180)  0.08
O (-2.344, -7.681, -0.874)  -0.22
O (-3.275, 6.210, 0.662)  -0.23
H (0.689, 5.122, 5.711)  0.07
H (7.462, -3.033, 2.616)  0.09
O (4.980, 2.956, 1.367)  -0.20
O (0.484, 5.004, 3.653)  -0.15
H (2.797, -4.907, 3.038)  0.08
C (1.733, 2.425, -3.614)  -0.07
C (-6.586, -0.994, -4.488)  -0.05
F (1.539, 0.318, -0.905)  -0.17
C (-2.337, -3.079, 5.292)  -0.52
H (1.329, -5.574, 0.179)  0.09
H (0.467, 2.978, 1.361)  0.03
H (-7.391, -1.289, -5.162)  0.06
H (-3.597, -9.284, -0.468)  0.09
H (3.612, 4.534, -3.190)  0.10
H (3.228, 0.939, 2.347)  0.07
H (-2.914, 3.806, -2.867)  0.09
H (-5.625, -1.070, -1.636)  0.13
H (1.781, -4.478, -5.098)  0.07
C (4.249, -1.538, 0.356)  -0.08
H (-2.904, -1.107, -1.603)  0.05
C (-2.092, 2.679, 2.094)  -0.09
N (3.286, -6.369, -3.704)  0.03
C (-5.470, -6.175, -2.568)  -0.05
O (4.268, 5.095, 2.376)  -0.19
C (1.954, 3.306, -2.419)  -0.45
H (-4.796, 5.597, 2.017)  0.08
N (-0.279, 3.551, 0.993)  0.05
H (-3.737, 0.395, -1.599)  0.08
H (-5.498, -5.157, -2.181)  0.07
P (-3.243, -6.347, -1.138)  0.43
F (-0.189, -1.129, -1.410)  -0.16
O (-4.236, -6.902, -2.215)  -0.22
O (-3.334, 6.444, -1.902)  -0.23
H (-2.003, -9.227, 0.354)  0.09
H (2.449, -6.866, -3.434)  0.06
C (-3.168, 7.872, -1.961)  -0.10
H (4.620, 5.870, 4.191)  0.08
H (4.022, 1.548, 0.099)  0.07
O (-2.236, -5.300, -1.921)  -0.22
H (1.374, 1.427, -3.363)  0.07
H (2.864, -3.920, 4.539)  0.10
O (5.470, -3.388, 3.061)  -0.21
O (-3.852, -5.744, 0.072)  -0.25
O (-2.843, -3.728, 6.179)  0.14
H (1.831, 1.289, 3.264)  0.06
H (5.462, 1.065, 0.683)  0.07
H (-6.311, -6.769, -2.209)  0.09
H (2.539, 2.885, -1.602)  0.12
P (-2.626, 5.670, -0.709)  0.41
H (-2.220, 2.683, -1.652)  0.07
H (1.320, -5.367, -2.318)  0.12
C (-4.679, 5.961, 0.996)  -0.08
O (2.909, -4.801, -1.047)  -0.16
H (4.561, 5.814, -1.158)  0.09
H (-5.588, -2.907, -4.064)  0.13
H (7.094, -3.937, 4.066)  0.09
H (-4.660, -2.486, -1.929)  0.11
H (2.035, 4.363, 5.040)  0.08
H (-7.001, -0.215, -3.848)  0.07
H (3.731, -0.679, -0.072)  0.07
H (-7.808, -3.285, -3.418)  0.06
C (-0.216, 3.781, 3.506)  -0.14
H (3.977, -6.747, -3.071)  0.06
C (-1.754, -2.167, 3.247)  -0.02
H (-2.989, 8.002, -3.028)  0.09
H (-0.871, 3.669, 4.370)  0.12
C (2.155, -4.672, -2.230)  -0.21
O (-4.130, -0.949, -3.193)  -0.19
N (0.684, 3.571, -1.799)  0.07
C (2.605, 4.651, -2.787)  -0.18
H (-5.111, 6.959, 0.925)  0.08
H (4.114, -4.614, -3.034)  0.13
H (1.672, -3.706, -2.376)  0.11
H (3.389, -4.266, -5.538)  0.07
H (2.728, -5.051, 0.941)  0.07
F (0.548, 0.756, 1.141)  -0.16
P (0.175, -0.194, -0.130)  0.19
C (6.759, -3.105, 3.446)  -0.15
H (-1.642, 4.747, 2.115)  0.11
C (2.899, 1.503, 3.220)  -0.08
O (2.494, 3.863, 0.921)  -0.20
C (1.258, 5.083, 4.783)  -0.17
H (6.876, -2.240, 4.099)  0.09
H (-5.513, -6.096, -3.654)  0.08
N (-7.259, -2.739, -2.769)  0.02
C (-1.082, 3.814, 2.181)  -0.36
H (-3.937, 2.648, -2.085)  0.07
H (-3.342, -8.172, 0.857)  0.08
C (3.764, 6.352, -1.670)  -0.14
H (3.280, 1.045, 4.133)  0.08
H (0.516, 2.976, 3.432)  0.10
H (0.283, -2.099, 4.115)  0.14
H (3.551, 7.326, -1.228)  0.08
H (0.321, 2.635, -1.689)  0.03
O (2.588, 5.585, -1.672)  -0.17
H (0.160, 3.907, -2.594)  0.06
F (0.956, -1.385, 0.587)  -0.14
H (2.733, 2.326, -4.037)  0.07
H (-7.860, -2.047, -2.347)  0.07
C (5.117, 5.274, 3.426)  -0.17
O (3.022, -2.987, 2.720)  -0.23
H (-2.426, -3.280, -1.375)  0.06
P (3.648, 3.693, 1.859)  0.49
C (-5.142, -1.644, -2.426)  -0.19
O (3.264, 2.885, 3.203)  -0.23
H (-2.785, 2.744, 2.932)  0.06
C (-3.259, -0.321, -2.269)  -0.11
H (-0.928, 2.888, 0.594)  0.02
H (-2.265, -1.371, 2.705)  0.13
H (5.062, -1.894, -0.277)  0.09
H (-5.275, 5.276, 0.393)  0.08
F (-1.212, -0.509, 0.587)  -0.14
F (-0.575, 1.045, -0.912)  -0.19
F (-0.682, -0.347, 4.351)  0.07
H (-4.040, 8.450, -1.655)  0.08
O (-1.311, -2.208, 5.518)  0.11
H (-2.319, -0.026, -2.735)  0.09
H (-0.796, -3.831, -1.728)  0.07
H (1.395, -3.928, 3.549)  0.08
H (0.983, 2.872, -4.266)  0.08
H (1.727, 6.067, 4.814)  0.08
H (-1.754, -4.136, -0.157)  0.08
C (2.096, -4.805, 0.088)  -0.12
H (-5.753, -0.588, -5.062)  0.07
O (4.741, -1.311, 1.693)  -0.24
C (-6.123, -2.147, -3.495)  -0.40
P (4.363, -2.210, 3.071)  0.49
H (-1.217, -2.772, 2.516)  0.12
H (5.488, 4.394, 3.951)  0.09
H (5.486, 2.385, -0.533)  0.09
H (3.522, -2.349, 0.395)  0.06
H (1.663, -3.812, 0.211)  0.08

Results
**Net charge**: -1
**Largest force on an atom**: 0.0715 Eh/bohr



Entry 2:
Formula: C31H83N5O12
Source: OMol25
Level of theory: ωB97M-V with the def2-TZVPD basis set

Last column: Löwdin charge in e.
Geometry (Å):
H (-3.133, -11.094, 5.582)  0.12
C (-3.163, -9.741, 1.622)  -0.05
H (-3.212, -12.441, 2.925)  0.08
O (-4.157, -9.885, 2.699)  -0.19
H (-9.383, 4.385, 5.579)  0.08
N (-3.543, 8.606, -6.551)  -0.06
C (-1.285, -2.554, -2.243)  -0.15
H (-2.824, -0.441, -2.331)  0.12
H (8.663, -1.107, 12.711)  0.12
C (-4.127, 9.654, -5.747)  -0.23
H (-5.740, 7.571, -7.697)  0.12
H (0.404, -12.439, 1.676)  0.08
C (-3.537, -9.786, 3.947)  -0.26
H (2.735, 1.055, -8.332)  0.08
H (-1.070, -0.014, 1.059)  0.07
C (-2.811, -13.437, 4.399)  -0.21
H (-5.155, 9.935, -5.975)  0.11
H (-2.161, -3.200, -2.294)  0.09
O (-6.227, 6.036, -6.209)  -0.21
C (6.540, -0.012, 11.135)  -0.20
C (-1.319, -13.561, 3.773)  -0.17
H (-0.660, -12.849, 4.271)  0.10
H (-4.553, 0.016, -0.433)  0.06
C (-2.794, 12.782, -7.141)  -0.17
H (-2.492, -10.588, 1.761)  0.07
H (-3.560, 8.911, -7.514)  0.11
H (-6.150, 8.101, -6.107)  0.10
H (-1.897, -11.085, 4.366)  0.10
C (-2.978, -11.076, 4.504)  -0.20
C (8.021, 5.414, -11.446)  -0.14
H (-4.326, 1.239, 0.536)  0.07
C (-0.099, -13.406, 1.671)  -0.10
H (10.625, -0.527, 11.072)  0.13
H (2.929, 2.616, -7.652)  0.08
C (-2.121, 0.268, 0.997)  -0.06
H (8.257, -0.095, 10.110)  0.10
H (-6.737, -5.256, -1.861)  0.08
H (5.975, 0.958, -7.349)  0.11
O (-4.609, 1.558, 8.866)  -0.11
O (10.129, 1.383, 11.157)  -0.19
H (-7.623, 6.784, -4.817)  0.08
H (7.730, 0.902, -8.879)  0.11
H (-10.771, 4.579, 4.356)  0.08
C (-9.735, 4.300, 4.551)  -0.19
H (-2.709, -8.776, 1.846)  0.09
H (-3.618, 11.656, -5.019)  0.12
H (-7.100, 5.079, -4.531)  0.09
H (-3.465, -14.280, 4.171)  0.11
O (-8.674, -4.609, -2.384)  -0.11
H (-2.336, 1.186, 1.544)  0.06
C (-4.006, 0.573, 8.038)  -0.18
C (5.766, -0.251, 9.816)  -0.21
H (-3.557, 0.989, 7.136)  0.08
H (-4.156, 9.288, -4.720)  0.12
C (6.115, 3.962, -11.068)  -0.16
H (11.425, 2.253, 12.394)  0.10
C (10.093, 0.119, 11.770)  -0.22
H (-3.535, -9.951, 0.618)  0.09
H (7.621, 6.146, -12.148)  0.08
H (-4.106, 7.070, -5.261)  0.11
H (-2.584, -0.558, 1.537)  0.07
C (-6.809, 6.063, -4.899)  -0.11
N (-3.519, -12.308, 3.878)  -0.06
C (8.667, -0.184, 12.131)  -0.22
H (-2.642, 13.016, -8.194)  0.09
C (4.270, 0.910, 8.262)  -0.10
H (5.434, -0.061, -8.696)  0.12
N (-4.075, 0.905, -0.383)  0.02
H (-0.349, -13.905, 0.735)  0.09
H (-3.437, -1.530, -1.094)  0.12
C (-2.695, 0.484, -0.463)  -0.40
C (-7.705, -5.609, -2.214)  -0.19
O (-3.170, 11.487, -7.043)  -0.18
H (-3.495, 13.513, -6.740)  0.09
H (5.298, 4.376, -11.658)  0.12
C (5.907, 2.464, -11.353)  -0.20
H (-6.034, 6.400, -4.211)  0.07
C (3.433, 1.654, -7.746)  -0.06
H (9.086, 5.428, -11.675)  0.08
H (3.327, 0.719, 8.774)  0.08
H (4.130, 1.914, 7.863)  0.08
H (-4.699, -0.155, 7.618)  0.06
H (-9.586, 3.234, 4.381)  0.08
H (-2.245, 10.636, -5.390)  0.12
H (-3.423, -0.162, 8.591)  0.07
H (-2.210, 1.338, -0.937)  0.13
H (-3.517, 6.513, -6.799)  0.12
H (-7.686, -6.249, -3.096)  0.08
H (-1.797, 12.963, -6.737)  0.09
O (4.682, 1.972, -8.500)  -0.22
H (8.203, 0.611, 12.714)  0.12
O (-1.397, -1.498, -1.367)  -0.17
H (5.986, -0.619, 11.850)  0.11
H (0.682, -13.957, 2.195)  0.08
C (-5.617, 7.316, -6.644)  -0.19
C (11.233, 2.122, 11.329)  -0.16
O (-8.695, 4.964, 3.918)  -0.12
H (6.109, 2.426, -12.424)  0.11
H (-2.867, -8.938, 4.085)  0.12
H (-4.365, 2.431, 8.550)  0.07
H (10.987, 3.104, 10.925)  0.09
H (-2.832, -13.347, 5.485)  0.11
H (6.331, 1.011, 11.448)  0.12
H (-8.014, -6.342, -1.469)  0.07
H (3.604, 1.332, -6.719)  0.08
H (-8.547, 5.771, 4.416)  0.07
H (4.452, 0.291, 7.383)  0.08
H (-4.371, -9.650, 4.636)  0.12
N (7.900, -0.537, 10.946)  -0.05
O (7.493, 4.131, -11.596)  -0.21
H (7.722, 2.295, -10.782)  0.08
C (5.661, 0.961, -8.393)  -0.21
H (4.910, -0.907, 9.974)  0.11
C (-4.154, 7.264, -6.332)  -0.19
H (7.143, 2.465, -8.794)  0.10
H (6.385, -0.647, 9.011)  0.12
H (7.923, 5.844, -10.449)  0.08
H (10.633, 0.155, 12.716)  0.12
C (-3.241, 10.921, -5.730)  -0.19
H (-9.469, -5.140, -2.291)  0.07
H (12.054, 1.843, 10.669)  0.09
O (-1.357, -13.296, 2.348)  -0.22
N (6.943, 1.660, -10.678)  -0.06
O (5.390, 0.961, 9.171)  -0.22
H (4.876, 2.117, -11.290)  0.11
C (6.898, 1.503, -9.245)  -0.21
C (-2.643, -0.820, -1.325)  -0.18
H (-0.878, -2.373, -3.238)  0.09
H (6.101, 4.254, -10.018)  0.11
H (-0.577, -3.294, -1.872)  0.08
H (-0.963, -14.567, 3.994)  0.11

Results
**Largest force on an atom**: 0.0550 Eh/bohr
**SMILES**: COC[C@H](C)N.COCCNCCOC.COCCNCCOC.COCCNCCOC.COCCNCCOC.CO.CO.CO



Entry 3:
Formula: C31H84BN3O12P
Source: OMol25
Level of theory: ωB97M-V with the def2-TZVPD basis set

Last column: Löwdin charge in e.
Geometry (Å):
H (-1.536, -4.868, 1.860)  0.10
O (-7.794, 3.982, 1.502)  -0.09
C (-2.600, -4.911, 2.123)  -0.33
H (-9.389, 3.842, 0.269)  0.11
H (-3.301, 2.742, 2.398)  0.08
H (6.153, -2.058, 4.299)  0.08
H (-12.910, 1.334, -3.040)  0.07
C (-8.124, 2.435, -6.963)  -0.09
H (-6.018, 6.143, -0.210)  0.07
N (7.497, -1.112, 1.155)  -0.02
H (7.188, -2.006, 1.527)  0.09
H (1.919, 2.664, -6.156)  0.08
O (-8.021, 6.977, -1.845)  -0.08
H (2.235, 0.657, -4.713)  0.09
C (-3.030, -6.351, 2.319)  -0.09
C (-10.760, 1.161, -3.192)  -0.32
H (-7.045, 2.538, -7.084)  0.07
H (-4.717, 6.426, -1.381)  0.07
H (5.407, -3.181, 5.441)  0.12
H (-8.392, 2.723, -5.946)  0.07
C (-8.631, 1.853, 0.634)  -0.08
C (2.860, -3.437, 2.107)  -0.19
O (4.548, -1.363, 5.417)  -0.08
H (1.928, 3.610, -4.667)  0.08
H (9.830, 0.242, -0.117)  0.08
O (5.582, -1.689, -0.786)  0.10
H (7.410, 0.044, 3.717)  0.02
C (-2.964, -0.422, 1.692)  -0.18
H (-3.014, 1.382, 0.498)  0.12
H (-2.891, 0.551, 3.600)  0.11
H (2.658, -1.666, 0.886)  0.13
C (9.774, 0.637, 0.900)  -0.44
H (-2.855, -6.937, 1.416)  0.08
H (9.531, -2.526, -4.123)  0.08
H (-9.132, 1.387, -0.216)  0.05
H (-8.609, 3.134, -7.649)  0.07
H (-8.256, 6.925, -0.912)  0.08
O (-9.967, 0.835, -7.058)  -0.09
C (4.728, -1.951, 1.391)  -0.16
H (3.718, -3.962, 2.537)  0.11
H (-1.516, 0.919, 2.549)  0.11
C (-5.781, 6.207, -1.275)  -0.10
H (7.655, -2.411, 6.258)  0.08
H (-6.419, 7.328, -3.008)  0.11
H (-9.228, 1.687, 1.533)  0.08
H (-10.560, 2.223, -3.052)  0.11
H (-1.862, -1.947, 3.380)  0.08
H (4.141, 2.625, -4.043)  0.11
C (-1.371, -0.991, 3.574)  -0.20
C (-12.092, 0.782, -2.574)  -0.09
H (8.369, -2.006, -2.891)  0.06
H (-8.283, 0.718, -8.259)  0.11
C (2.565, 3.149, -5.422)  -0.08
C (6.486, -0.380, 0.747)  -0.36
O (7.837, -4.468, -1.937)  -0.08
H (-4.527, 3.306, 1.241)  0.09
O (-4.663, 1.301, 1.747)  -0.20
H (3.932, 0.413, -2.436)  0.10
H (7.089, -0.735, 6.223)  0.06
H (-3.687, -1.155, 2.060)  0.12
H (-1.379, -0.828, 4.654)  0.11
H (11.121, 1.789, 2.159)  0.07
H (2.561, -1.665, 3.257)  0.09
H (-3.166, -4.446, 1.316)  0.11
C (2.116, -2.663, 3.206)  -0.20
H (2.205, -4.187, 1.663)  0.11
H (11.865, 1.220, 0.670)  0.08
H (9.185, 1.553, 0.910)  0.06
H (-4.270, 0.191, 0.095)  0.12
H (3.421, -3.011, 0.045)  0.11
P (9.035, -0.622, 1.998)  0.99
H (-4.979, 2.910, 2.928)  0.09
H (-5.984, 5.232, -1.720)  0.07
H (4.651, -1.415, 2.342)  0.13
H (8.339, 1.460, 3.143)  0.04
N (6.568, 0.939, 0.553)  0.25
H (6.364, -1.882, 7.348)  0.08
H (9.113, -4.928, -3.438)  0.11
H (9.873, -2.788, -2.405)  0.07
C (6.773, -1.775, 6.345)  -0.08
H (5.410, -2.807, 1.504)  0.13
H (7.620, -4.149, -3.972)  0.11
H (-2.357, -4.485, 4.011)  0.08
H (9.095, 0.265, 4.196)  0.04
H (-7.669, 1.355, 0.778)  0.07
H (-4.091, -6.400, 2.566)  0.08
H (5.761, 1.499, 0.780)  0.14
C (-4.345, 2.630, 2.087)  -0.12
C (8.400, -4.139, -3.205)  -0.31
C (9.087, -2.787, -3.162)  -0.09
C (-2.184, 0.119, 2.891)  -0.21
H (-12.287, -0.285, -2.702)  0.07
C (5.729, -2.148, 5.312)  -0.33
H (11.592, 0.110, 2.026)  0.06
H (4.151, 1.693, -5.543)  0.12
C (11.177, 0.950, 1.466)  -0.15
H (-10.429, 1.421, -7.666)  0.08
H (0.175, -0.518, 2.159)  0.10
O (-2.848, -4.108, 3.273)  -0.09
C (-8.433, 3.336, 0.399)  -0.32
H (-8.092, 0.320, -6.548)  0.11
C (0.612, -2.492, 2.908)  -0.20
H (3.126, 3.933, -5.931)  0.08
H (0.735, -0.566, 3.852)  0.11
C (3.504, 2.146, -4.786)  -0.31
C (-6.633, 7.270, -1.941)  -0.33
H (-10.765, 0.959, -4.268)  0.10
H (-7.839, 3.496, -0.508)  0.10
H (-12.091, 0.996, -1.505)  0.07
H (7.317, 1.353, 0.024)  0.12
H (4.792, -0.438, 5.307)  0.08
H (-2.473, -6.814, 3.137)  0.07
H (0.041, -3.145, 3.571)  0.10
O (4.825, 0.096, -2.215)  0.20
H (-9.806, -0.468, -2.695)  0.08
C (8.384, 0.397, 3.378)  -0.27
H (-6.424, 8.252, -1.503)  0.11
O (-9.669, 0.478, -2.576)  -0.10
H (3.379, -2.455, -2.460)  0.11
H (7.190, -3.782, -1.741)  0.06
H (-6.939, 3.557, 1.620)  0.04
C (0.098, -1.054, 3.111)  -0.20
C (-8.567, 1.012, -7.242)  -0.33
N (5.242, -0.991, 0.412)  -0.05
H (-2.261, -0.919, 1.012)  0.12
H (0.414, -2.803, 1.878)  0.11
C (3.365, -2.494, 1.005)  -0.16
O (4.279, -2.202, -2.686)  0.20
O (2.798, 1.118, -4.082)  -0.10
H (2.267, -3.170, 4.158)  0.11
B (4.845, -1.221, -1.906)  -0.79
C (-3.714, 0.648, 0.917)  -0.23

Results
**Net charge**: +1
**Largest force on an atom**: 0.0231 Eh/bohr



What are the E_HOMO values for these records? In order: -4.7735; -8.3858; -10.9291 eV.